Molecular formula: C82H215LiN20O23
Method: DFT, ωB97M-V with the def2-TZVPD basis set

Structure (XYZ):
```
341
Properties=species:S:1:pos:R:3:mulliken_charge:R:1
N -2.6391 1.9007 2.8532 2.473
H -2.9904 0.9361 2.9416 0.240
H -3.0113 2.2729 1.9560 -0.104
H -1.5767 1.9257 2.7610 -0.727
H -3.1459 2.3523 3.6067 0.515
Li 0.9538 -2.9435 -1.7777 0.498
C 0.3435 1.0478 -1.3996 -1.400
C 0.6525 -0.2881 -1.1979 0.618
C 0.3074 -0.9166 0.1004 -0.129
O 0.2411 -2.1798 0.1905 1.332
C 0.1316 -0.0108 1.1918 0.613
C 0.0925 1.3692 1.0583 0.417
C 0.0245 1.9109 -0.3613 -0.290
O -0.2730 3.1925 -0.4080 0.165
O -0.0045 2.1970 2.0110 -0.490
O 1.1904 -1.0092 -2.0708 -0.034
H 0.7158 1.4681 -2.2502 0.474
H -0.0769 -0.5956 2.0828 -0.656
C 4.0361 -5.4196 -3.7821 -1.374
C 2.7491 -4.9643 -3.1296 1.711
C 2.7812 -5.2817 -1.6567 -1.860
O 1.7498 -4.5277 -0.9188 0.859
C 1.4617 -5.2280 0.2778 -1.065
N 2.5654 -3.5375 -3.2280 2.401
H 4.1792 -6.4925 -3.6719 0.522
H 4.8614 -4.9365 -3.2676 0.267
H 3.9630 -5.1792 -4.8273 -0.239
H 1.8783 -5.4437 -3.6003 -0.211
H 3.7396 -4.9492 -1.1933 0.237
H 2.7187 -6.4050 -1.4510 0.381
H 0.6708 -4.7430 0.8087 -0.564
H 2.3316 -5.3916 0.8889 0.429
H 1.0491 -6.2468 0.0458 0.462
H 3.3591 -3.0554 -2.8856 -0.641
H 2.1990 -3.1446 -4.1379 -1.127
C -6.4513 -0.7489 2.9496 -1.690
C -5.3269 -0.9894 3.9454 2.240
C -5.3469 -2.4266 4.3989 -1.117
O -6.6269 -2.7677 4.9275 -0.454
C -6.6709 -4.0129 5.5857 -0.886
N -4.0142 -0.6393 3.5080 0.685
H -7.3944 -0.6972 3.4908 0.449
H -6.5396 -1.5132 2.1634 0.168
H -6.2837 0.2022 2.4438 0.413
H -5.5268 -0.3642 4.8455 -1.725
H -4.6323 -2.4396 5.2367 0.318
H -4.9851 -3.1269 3.6366 1.023
H -5.8884 -4.7015 5.2305 0.298
H -7.6380 -4.4922 5.3660 0.311
H -6.4950 -3.8860 6.6013 0.323
H -3.2666 -0.8658 4.2458 -0.339
H -3.6481 -1.0982 2.6589 -0.582
C -0.3543 8.1159 -1.1062 -1.593
C -0.2225 6.5892 -1.1143 1.349
C 0.3539 6.1317 -2.4435 -0.577
O -0.7319 6.0626 -3.3723 -0.152
C -0.5722 6.8882 -4.5390 -0.912
N 0.4984 6.1332 0.0171 -0.223
H -0.8067 8.4365 -0.1702 0.412
H -0.9142 8.3948 -2.0104 0.292
H 0.7311 8.5238 -1.1751 0.318
H -1.2197 6.1697 -1.0595 -0.523
H 0.7422 5.1103 -2.3606 -0.115
H 1.1449 6.8257 -2.8195 0.599
H -0.4188 7.9166 -4.3752 0.384
H -1.3012 6.7880 -5.3285 0.244
H 0.3662 6.4634 -5.0658 0.261
H 1.4519 6.5117 -0.0749 0.367
H 0.6043 5.1340 0.1227 -0.348
C 2.2732 -0.1190 -6.9040 -1.763
C 2.7667 -0.6567 -5.5574 3.177
C 4.2617 -1.0637 -5.5190 -0.569
O 4.5155 -2.1966 -6.3117 -0.319
C 5.8735 -2.6959 -6.0821 -0.711
N 2.4778 0.2885 -4.5807 1.020
H 1.2166 0.1402 -6.9245 0.147
H 2.4420 -0.8326 -7.6881 0.368
H 2.8254 0.7689 -7.2748 0.575
H 2.2193 -1.6370 -5.3386 -2.293
H 4.6153 -1.2908 -4.4936 -0.560
H 4.7923 -0.2269 -5.9041 0.729
H 6.5305 -1.9988 -6.6588 0.272
H 5.8646 -3.7064 -6.4451 0.104
H 6.1442 -2.7293 -5.0521 0.292
H 2.0841 -0.1699 -3.7128 -0.887
H 1.8491 1.0229 -4.8897 -0.003
C -3.2259 -1.1308 -6.5103 -1.289
C -1.8995 -1.8528 -6.9109 0.471
C -1.3543 -1.4020 -8.1957 -0.479
O -0.2119 -2.1503 -8.5351 -0.138
C 0.3423 -1.5832 -9.7339 -0.931
N -0.9786 -1.8131 -5.7551 1.519
H -4.0865 -1.5048 -7.1205 0.401
H -3.2177 -0.0584 -6.6012 0.193
H -3.3751 -1.4117 -5.4759 0.019
H -2.1752 -2.9182 -7.0502 0.153
H -1.1575 -0.2986 -8.2487 0.065
H -2.1800 -1.5883 -8.8876 0.474
H 1.2210 -2.1245 -9.9567 0.295
H 0.5740 -0.5076 -9.6590 0.218
H -0.3890 -1.6046 -10.5638 0.353
H -0.5306 -0.9135 -5.7381 -0.776
H -0.3933 -2.6000 -5.8546 -0.565
C -0.1104 5.5811 3.9305 -2.607
C -1.3953 4.9560 3.4306 2.160
C -2.6730 5.7676 3.7483 -0.649
O -2.7424 5.7766 5.2025 -0.262
C -3.7973 6.6093 5.7199 -0.747
N -1.5186 4.8847 1.9431 1.111
H -0.1405 5.6354 5.0089 0.437
H -0.0615 6.5538 3.5285 0.605
H 0.7737 5.0143 3.5939 0.430
H -1.6098 3.9293 3.7694 -0.794
H -3.5592 5.2147 3.3338 0.048
H -2.6148 6.8289 3.3832 0.498
H -4.7210 6.0781 5.6251 0.261
H -3.9152 7.5828 5.2178 0.329
H -3.5550 6.8024 6.8129 0.213
H -1.0614 5.7125 1.4882 -0.055
H -0.9519 4.0911 1.6522 -1.018
C 0.3116 -5.5964 -7.3785 -1.078
C 1.7771 -5.2233 -7.2406 0.571
C 2.4975 -5.4246 -8.5496 -0.830
O 3.9125 -5.3655 -8.3120 -0.343
C 4.4538 -6.4558 -7.5288 -0.528
N 1.8405 -3.8670 -6.6526 0.827
H -0.2786 -4.9917 -8.1533 0.095
H -0.3027 -5.6562 -6.4240 -0.026
H 0.1327 -6.6254 -7.7672 0.539
H 2.1536 -5.9008 -6.4700 0.190
H 2.3671 -4.6376 -9.2914 0.093
H 2.2406 -6.3578 -9.0307 0.356
H 5.5113 -6.4058 -7.4976 0.284
H 4.0232 -7.3915 -7.9394 0.351
H 4.1267 -6.3615 -6.4655 0.106
H 2.7697 -3.4775 -6.5680 -0.043
H 1.2727 -3.3051 -7.2699 -0.461
C -2.3526 -3.8173 3.7351 -0.786
C -1.4849 -4.7082 2.8360 3.004
C -0.5388 -5.5594 3.6440 -1.186
O 0.2129 -6.3911 2.6795 -0.226
C 1.1823 -7.0802 3.2994 -0.866
N -2.3731 -5.5250 1.9629 -0.606
H -3.0329 -4.3890 4.3424 0.595
H -2.9376 -3.2105 2.9891 -0.508
H -1.8199 -3.1258 4.4139 0.155
H -0.9237 -4.0917 2.1129 -1.749
H -1.1021 -6.2234 4.3860 0.444
H 0.2160 -5.0690 4.2087 0.418
H 0.6815 -7.9011 3.8342 0.328
H 1.7412 -6.4176 3.9943 0.273
H 1.8115 -7.5410 2.5407 0.238
H -1.8337 -6.1915 1.3563 0.257
H -2.9666 -6.1115 2.5087 0.324
C 5.6452 3.2269 -4.1784 -1.776
C 5.7479 2.3432 -2.9313 -0.079
C 4.5680 2.6798 -2.0667 1.077
O 4.5239 4.1504 -1.6997 -0.548
C 3.6703 4.3660 -0.5948 -0.203
N 5.6006 0.9145 -3.2385 0.362
H 6.5342 3.2068 -4.7849 0.443
H 5.4936 4.2228 -3.8238 0.478
H 4.7321 3.1039 -4.7541 0.229
H 6.7138 2.3625 -2.4276 0.564
H 4.4906 2.1144 -1.1329 -0.930
H 3.5866 2.3747 -2.5091 0.251
H 2.5815 4.1611 -0.7338 0.000
H 3.7539 5.4126 -0.4417 0.470
H 3.8973 3.8447 0.3349 -0.038
H 4.6767 0.7113 -3.6271 -0.808
H 6.3167 0.5113 -3.8500 0.372
C 6.8692 -1.9285 -1.6829 -1.735
C 5.6108 -1.8221 -0.8410 0.145
C 5.6241 -0.5111 0.0816 0.462
O 4.5484 -0.7035 0.9505 -0.032
C 3.7523 0.4757 1.2188 1.585
N 4.3925 -2.0100 -1.5195 0.872
H 6.7681 -2.7661 -2.3571 0.310
H 7.7885 -2.1352 -1.1980 0.521
H 6.8939 -1.0591 -2.2864 0.197
H 5.6563 -2.6218 -0.0584 0.243
H 5.4307 0.3923 -0.5896 -0.720
H 6.5775 -0.4445 0.6753 0.091
H 3.2085 0.3426 2.1211 -0.889
H 2.9512 0.5979 0.4965 -0.110
H 4.2524 1.4724 1.2049 -0.364
H 3.7472 -2.1914 -0.7734 -0.670
H 4.1354 -1.2222 -2.0793 -0.422
C 7.5188 2.6419 1.4373 -0.705
C 7.3907 3.0853 2.8778 0.528
C 5.9437 2.9635 3.4240 -0.239
O 4.9693 3.8960 2.9151 -0.490
C 3.7028 3.6806 3.5248 -0.600
N 8.2005 2.2452 3.7958 -0.599
H 8.2937 3.1466 0.8477 0.328
H 6.6209 2.7764 0.9081 -0.213
H 7.6241 1.5447 1.4314 0.286
H 7.6760 4.1395 2.9547 0.230
H 6.0152 3.2468 4.5135 0.365
H 5.6823 1.8459 3.3545 -0.117
H 3.7874 3.6174 4.6147 0.730
H 3.2225 2.7832 3.0895 0.095
H 3.0609 4.5790 3.2739 -0.045
H 8.3264 2.6920 4.6539 0.210
H 9.0647 1.8630 3.4012 0.199
C -3.5291 4.4536 -1.7765 -1.810
C -3.8277 4.1333 -0.3244 1.089
C -5.2615 4.1694 0.0661 -1.625
O -5.9850 3.1363 -0.6569 -0.283
C -7.2958 3.0260 -0.1495 -0.834
N -3.3180 2.8201 0.0209 0.330
H -2.4588 4.4464 -1.9403 0.189
H -3.8634 5.4601 -1.9616 0.589
H -3.9862 3.7865 -2.4882 0.244
H -3.4024 4.7954 0.3677 0.348
H -5.6915 5.1328 -0.0628 0.656
H -5.2407 3.8644 1.1174 0.269
H -7.8423 4.0346 -0.0393 0.271
H -7.3455 2.6532 0.8562 0.251
H -7.8701 2.2812 -0.7156 0.311
H -2.3155 2.8884 -0.0895 -0.486
H -3.7816 2.0070 -0.4783 -0.251
C 1.3922 -2.5571 4.2399 -0.286
C 2.6957 -2.1137 3.6012 3.067
C 3.9247 -2.5413 4.2280 -1.958
O 4.1857 -1.8971 5.4114 -0.140
C 5.4121 -2.2931 6.0389 -0.860
N 2.7307 -2.6058 2.2284 -0.030
H 1.6788 -2.7164 5.3133 0.500
H 1.1122 -3.4991 3.7335 -0.353
H 0.6233 -1.7484 4.1504 -0.336
H 2.7964 -1.0459 3.7416 -1.268
H 4.7102 -2.4006 3.4356 0.453
H 3.8619 -3.6441 4.3796 0.360
H 5.8169 -1.3912 6.5174 0.274
H 6.1999 -2.6323 5.3466 0.367
H 5.2346 -3.0410 6.8390 0.246
H 3.4555 -2.1516 1.7043 0.027
H 1.9548 -2.2857 1.7030 -0.837
C -4.1659 -1.2031 7.7578 -1.397
C -2.9944 -0.3413 7.5217 2.667
C -2.2145 0.0269 8.7843 -0.757
O -2.9867 0.7162 9.6933 -0.329
C -2.1915 1.0503 10.8036 -0.825
N -2.0769 -0.9697 6.5638 0.276
H -4.9529 -1.2195 7.0012 0.036
H -4.6679 -0.8554 8.7233 0.374
H -3.8123 -2.2482 7.9714 0.370
H -3.3419 0.6094 7.0691 -1.968
H -1.3619 0.6169 8.4113 0.209
H -1.8655 -0.9274 9.2314 0.530
H -2.8396 1.5977 11.4913 0.272
H -1.3779 1.7019 10.5348 0.325
H -1.7676 0.1598 11.3097 0.316
H -1.5329 -1.7388 6.9513 0.288
H -1.4645 -0.4025 6.1023 -0.453
C -1.8026 -5.4226 -1.9368 -0.838
C -1.2535 -4.6888 -3.1445 0.947
C -2.1614 -4.6039 -4.3674 -0.603
O -3.3747 -4.0549 -3.8741 -0.025
C -4.4125 -4.3690 -4.7668 -1.020
N -0.9354 -3.3447 -2.6647 2.744
H -2.6180 -4.7759 -1.5895 -0.007
H -1.0056 -5.5095 -1.1697 -0.332
H -2.0854 -6.4385 -2.1201 0.558
H -0.3502 -5.2123 -3.4971 -0.445
H -2.3544 -5.5804 -4.7949 0.755
H -1.6575 -3.9927 -5.1433 -0.306
H -4.1490 -4.3407 -5.8256 0.333
H -5.1933 -3.6684 -4.5451 0.309
H -4.8371 -5.4218 -4.6314 0.246
H -1.6689 -2.8465 -2.2065 -1.642
H -0.7618 -2.7910 -3.5219 -0.186
C 0.9393 3.7652 -8.6398 -1.186
C -0.5830 3.5316 -8.6485 0.042
C -0.9073 2.5161 -7.4714 0.620
O -0.7359 3.1637 -6.2080 -0.118
C -0.9324 2.2755 -5.1151 -0.355
N -1.2027 4.8305 -8.6401 -0.726
H 1.2639 4.3957 -9.4758 0.417
H 1.5770 2.8487 -8.7494 0.205
H 1.3010 4.2587 -7.6960 0.151
H -1.0024 3.0095 -9.5405 0.442
H -0.2162 1.6484 -7.5154 -0.717
H -1.9611 2.1367 -7.6422 0.146
H -1.9706 2.0473 -5.1105 0.501
H -0.7377 2.8074 -4.1784 0.115
H -0.3109 1.3460 -5.2370 -0.126
H -0.9748 5.3465 -7.8033 0.291
H -2.1981 4.5694 -8.5593 0.324
C -5.0235 -2.6853 -0.5753 -2.165
C -3.6171 -2.1666 -0.5871 1.557
C -3.4709 -0.6285 -0.4648 0.175
O -3.9933 0.2132 -1.5578 -0.480
C -3.0891 0.2347 -2.6340 -0.137
N -2.9460 -2.6574 0.6605 1.080
H -4.9051 -3.6887 -0.9435 0.537
H -5.6626 -2.0624 -1.2600 0.344
H -5.4394 -2.6559 0.4506 0.189
H -3.2385 -2.5093 -1.5828 -1.389
H -2.3810 -0.4218 -0.4112 0.050
H -4.0893 -0.3697 0.3738 0.490
H -2.0742 0.5069 -2.3395 0.060
H -3.4345 1.0456 -3.3360 0.246
H -3.0464 -0.7180 -3.1408 -0.160
H -3.0259 -3.6645 0.8045 0.177
H -1.9537 -2.4961 0.6644 -0.962
C -3.7271 3.0253 7.1500 -1.915
C -4.9299 2.5657 6.2890 1.097
C -6.1680 3.2874 6.8566 -0.802
O -7.2957 3.0948 6.0377 -0.371
C -7.9130 1.7623 6.0586 -0.441
N -4.6778 2.8160 4.8549 -0.215
H -2.7502 2.7724 6.6812 -0.112
H -3.7380 2.4272 8.0304 0.832
H -3.6832 4.0784 7.3627 0.429
H -5.0367 1.4844 6.4423 -0.422
H -6.0302 4.3776 6.8338 0.206
H -6.3224 2.9835 7.8872 0.421
H -8.6822 1.6400 6.8373 0.349
H -7.1705 0.9701 6.0926 0.101
H -8.3834 1.7897 5.1073 0.238
H -5.5770 2.7404 4.3716 0.340
H -4.4391 3.7971 4.7197 -0.246
C 0.2349 2.6163 6.3836 -0.671
C 1.2199 1.6407 5.7698 1.889
C 1.8933 0.6568 6.6802 0.318
O 2.8847 1.2565 7.5326 -0.469
C 4.0060 0.3998 7.6779 -0.480
N 0.5924 0.8207 4.7509 1.423
H -0.6929 2.1601 6.6073 -0.614
H 0.0353 3.4427 5.6555 -0.141
H 0.7010 3.0713 7.2605 0.754
H 1.9543 2.3170 5.3175 -0.989
H 2.4259 -0.1624 6.0711 -0.061
H 1.1840 0.2405 7.3957 -0.046
H 3.7851 -0.4885 8.2515 0.323
H 4.7593 0.8686 8.2718 0.402
H 4.3731 0.2146 6.6527 -0.024
H 1.3906 0.3746 4.2333 -1.019
H 0.2521 1.4619 4.1063 -0.589
```

LUMO (eV): -0.043
Max |F| (Eh/bohr): 0.0848
Net charge: 0
Total energy (eV): -165611.0716
Orbital gap (eV): 7.4186